# 1
Molecular formula: C2HF3I2
Method: DFT, the ωB97M-V functional and the def2-TZVPD basis

Positions of all 8 atoms, in Å:
H (-1.05769, -1.26037, 0.14893)
I (-1.13089, 2.22453, -0.14672)
F (0.29461, 0.44437, 1.76699)
C (-0.26351, -0.75672, -0.29479)
F (1.43516, 0.95350, 0.06786)
C (0.20548, 0.64970, 0.45363)
I (1.37039, -1.93405, -0.52287)
F (-0.85356, -0.32095, -1.47303)

Atoms 1-3, force components in eV/Å:
H -0.957 -0.811 1.644
I 0.128 0.120 0.549
F -0.585 0.084 0.449

Calculated values
* calculated total energy: -971.75889 a.u.
* charge: 0
* Kohn-Sham gap: 9.915 eV
* max |F|: 3.9 eV Å⁻¹
* molecular weight: 335.83 g/mol


# 2
Molecular formula: C2HF3N2
Method: DFT, the ωB97M-V functional and the def2-TZVPD basis

Positions of all 8 atoms, in Å:
H (-0.87144, 0.28737, -0.40765)
N (0.12600, -1.53533, 0.07350)
N (1.30157, -0.44989, -0.69722)
C (2.46438, -0.06052, -0.04708)
F (3.02511, 0.98668, -0.69803)
C (-0.05140, -0.35225, -0.26507)
F (2.27664, 0.32046, 1.24321)
F (3.45150, -1.01613, 0.02286)

Atoms 1-3, force components in eV/Å:
H -0.730 1.127 0.008
N 1.392 1.463 -0.368
N -2.049 -1.389 -1.136

Calculated values
* calculated total energy: -485.80756 a.u.
* charge: 0
* Kohn-Sham gap: 10.593 eV
* max |F|: 2.7 eV Å⁻¹
* molecular weight: 110.04 g/mol


# 3
Molecular formula: C2HF3O
Method: DFT, the ωB97M-V functional and the def2-TZVPD basis

Positions of all 7 atoms, in Å:
F (2.20144, -0.32988, 0.38564)
F (-1.73710, -1.03404, -0.92378)
O (-2.19492, -0.35662, 1.10154)
F (0.98752, 1.54090, 0.40946)
H (0.87111, 0.27152, -1.12685)
C (-1.36460, -0.49630, 0.31777)
C (1.23655, 0.40442, -0.16378)

Atoms 1-3, force components in eV/Å:
F -0.931 1.057 -0.759
F 0.824 0.254 0.286
O -0.496 0.505 1.651

Calculated values
* calculated total energy: -451.50312 a.u.
* charge: 0
* Kohn-Sham gap (spin up / spin down): 10.121 / 7.170 eV
* max |F|: 2.8 eV Å⁻¹
* molecular weight: 98.02 g/mol


# 4
Molecular formula: C2HF4IO
Method: DFT, the ωB97M-V functional and the def2-TZVPD basis

Positions of all 9 atoms, in Å:
I (1.89336, -1.53164, -0.16339)
C (-0.28196, 0.59014, 0.42234)
C (0.74286, 0.18108, -0.61321)
F (-0.00637, 1.17621, 1.53245)
H (-1.91404, -1.55805, 0.49790)
F (0.24210, 0.14552, -1.88664)
O (-1.05085, -1.38032, 1.07940)
F (1.71596, 1.22790, -0.74157)
F (-1.34106, 1.14916, -0.12728)

Atoms 1-3, force components in eV/Å:
I -0.216 -0.055 0.048
C -3.616 -2.350 0.384
C 2.936 1.125 -1.838

Calculated values
* calculated total energy: -849.06444 a.u.
* charge: 0
* Kohn-Sham gap (spin up / spin down): 8.546 / 8.515 eV
* max |F|: 4.3 eV Å⁻¹
* molecular weight: 243.93 g/mol


# 5
Molecular formula: C2HFIO2
Method: DFT, the ωB97M-V functional and the def2-TZVPD basis

Positions of all 7 atoms, in Å:
O (0.05804, -1.18725, 3.02972)
I (-1.69900, 1.50290, 0.90482)
C (-0.89800, -1.61672, 2.52111)
O (-1.93007, -2.09418, 2.27109)
H (0.32190, 0.25266, -0.36810)
C (-0.60027, -0.23394, 0.02724)
F (-1.24744, -0.56827, -1.14631)

Atoms 1-3, force components in eV/Å:
O 0.165 -0.176 -0.324
I -0.213 0.608 0.026
C -0.407 0.411 0.352

Calculated values
* calculated total energy: -624.87038 a.u.
* charge: -1
* Kohn-Sham gap: 6.057 eV
* max |F|: 1.6 eV Å⁻¹
* molecular weight: 202.93 g/mol


# 6
Molecular formula: C2HFO
Method: DFT, the ωB97M-V functional and the def2-TZVPD basis

Positions of all 5 atoms, in Å:
C (0.10535, -0.16163, -0.57152)
O (-0.18585, -1.22068, 0.08132)
H (0.54999, -0.06601, -1.54955)
C (0.18558, 0.49586, 0.58534)
F (-0.65507, 0.95245, 1.45440)

Atoms 1-3, force components in eV/Å:
C -0.369 -0.948 0.095
O -0.032 -0.329 -0.731
H -0.264 0.032 -0.443

Calculated values
* calculated total energy: -251.73437 a.u.
* charge: 0
* Kohn-Sham gap (spin up / spin down): 8.982 / 8.983 eV
* max |F|: 2.4 eV Å⁻¹
* molecular weight: 60.03 g/mol


# 7
Molecular formula: C2HFO2Sc
Method: DFT, the ωB97M-V functional and the def2-TZVPD basis

Positions of all 7 atoms, in Å:
O (0.87550, -0.89938, 0.03296)
Sc (2.82738, -0.31829, 0.06351)
F (-1.17580, 1.69088, -0.03918)
O (-2.86468, -0.73905, -0.08209)
C (-0.41063, -1.11484, 0.00181)
H (-3.29098, -0.56257, 0.83607)
C (-1.54034, -0.57058, -0.03235)

Atoms 1-3, force components in eV/Å:
O 3.570 0.883 -0.048
Sc -3.828 -0.952 -0.067
F -0.260 -0.294 0.086

Calculated values
* calculated total energy: -1087.69032 a.u.
* charge: -1
* Kohn-Sham gap (spin up / spin down): 5.551 / 5.542 eV
* max |F|: 3.9 eV Å⁻¹
* molecular weight: 120.98 g/mol


# 8
Molecular formula: C2HFO2Sm
Method: DFT, the ωB97M-V functional and the def2-TZVPD basis

Positions of all 7 atoms, in Å:
O (0.83282, -0.80018, -0.15031)
Sm (2.82648, 0.46682, 0.12364)
O (-1.77867, 1.67034, -0.02084)
H (-0.09446, -1.44244, 0.16857)
C (0.40454, 0.57149, -0.33169)
F (-1.32679, -1.36085, 0.37757)
C (-0.86392, 0.89481, -0.16694)

Atoms 1-3, force components in eV/Å:
O 2.006 0.234 0.004
Sm -2.858 -0.693 -0.440
O 1.686 -2.596 -0.551

Calculated values
* calculated total energy: -984.95040 a.u.
* charge: 0
* spin multiplicity: 7
* Kohn-Sham gap (spin up / spin down): 4.215 / 4.348 eV
* max |F|: 3.7 eV Å⁻¹
* molecular weight: 226.39 g/mol


# 9
Molecular formula: C2HFOSr
Method: DFT, the ωB97M-V functional and the def2-TZVPD basis

Positions of all 6 atoms, in Å:
C (-0.21761, 0.68213, -0.25324)
H (-1.28090, 0.91686, 0.64649)
C (0.92984, -0.02528, -0.17440)
Sr (-0.20370, -2.05437, -0.31635)
O (-1.33044, -0.17237, -0.02823)
F (2.10280, 0.65303, 0.12573)

Atoms 1-3, force components in eV/Å:
C 1.211 0.356 1.958
H 1.214 -0.804 -1.845
C 1.198 1.233 0.296

Calculated values
* calculated total energy: -282.38937 a.u.
* charge: 0
* Kohn-Sham gap: 5.426 eV
* max |F|: 3.5 eV Å⁻¹
* molecular weight: 147.65 g/mol


# 10
Molecular formula: C2HGaO3
Method: DFT, the ωB97M-V functional and the def2-TZVPD basis

Positions of all 7 atoms, in Å:
Ga (1.92212, 0.14830, -0.33269)
O (-1.39329, 0.29122, -1.00873)
O (0.92970, -1.51380, 0.05380)
O (0.05203, 0.87428, 0.53691)
C (-0.31758, -1.52553, 0.21745)
C (-0.84856, -0.03630, 0.01103)
H (-0.34442, 1.76182, 0.52224)

Atoms 1-3, force components in eV/Å:
Ga 0.640 0.690 0.134
O -0.454 -1.818 2.636
O -4.769 -1.881 0.624

Calculated values
* calculated total energy: -2226.36366 a.u.
* charge: +2
* Kohn-Sham gap (spin up / spin down): 6.238 / 8.683 eV
* max |F|: 5.3 eV Å⁻¹
* molecular weight: 142.75 g/mol


# 11
Molecular formula: C2HGdO2
Method: DFT, the ωB97M-V functional and the def2-TZVPD basis

Positions of all 6 atoms, in Å:
C (-0.05152, 0.50090, -2.27682)
Gd (-1.17298, -0.47837, 0.77133)
O (1.30456, -0.43393, 0.82067)
H (-0.16370, 0.53367, -3.38297)
C (2.34454, -0.26838, 0.38187)
O (-0.90251, 0.23481, -1.48520)

Atoms 1-3, force components in eV/Å:
C -0.089 0.042 -0.777
Gd 0.964 0.449 -1.103
O -2.816 -0.255 0.565

Calculated values
* calculated total energy: -991.32348 a.u.
* charge: +3
* spin multiplicity: 9
* Kohn-Sham gap (spin up / spin down): 5.300 / 6.559 eV
* max |F|: 2.9 eV Å⁻¹
* molecular weight: 214.28 g/mol


# 12
Molecular formula: C2HIN2O
Method: DFT, the ωB97M-V functional and the def2-TZVPD basis

Positions of all 7 atoms, in Å:
N (-0.46675, -1.37777, 0.00939)
H (0.66818, 1.72516, 0.00092)
C (-0.65320, -0.04388, 0.00494)
N (0.38205, 0.72749, -0.00508)
I (-2.39781, 1.13116, -0.00021)
O (1.67513, -0.70949, -0.00880)
C (0.79240, -1.45268, -0.00114)

Atoms 1-3, force components in eV/Å:
N -0.661 -0.619 -0.020
H 0.364 -0.218 0.002
C 0.079 -1.052 0.012

Calculated values
* calculated total energy: -558.21363 a.u.
* charge: +2
* Kohn-Sham gap (spin up / spin down): 5.908 / 5.909 eV
* max |F|: 3.1 eV Å⁻¹
* molecular weight: 195.95 g/mol


# 13
Molecular formula: C2HIN2O2
Method: DFT, the ωB97M-V functional and the def2-TZVPD basis

Positions of all 8 atoms, in Å:
H (1.60387, 1.83444, -0.00311)
O (0.15450, -1.90960, -1.41714)
N (1.02871, 1.43838, 0.80588)
C (0.50668, -2.07921, -0.33609)
C (-1.12957, 0.70112, 0.22411)
N (-0.07175, 1.15801, 0.42445)
I (-2.95802, 1.07632, -0.42893)
O (0.86557, -2.21946, 0.73084)

Atoms 1-3, force components in eV/Å:
H -0.807 -0.874 1.244
O -0.400 0.043 -1.243
N 3.871 1.925 -0.191

Calculated values
* calculated total energy: -634.41467 a.u.
* charge: 0
* Kohn-Sham gap (spin up / spin down): 8.296 / 8.296 eV
* max |F|: 4.3 eV Å⁻¹
* molecular weight: 211.95 g/mol


# 14
Molecular formula: C2HLaLiO2
Method: DFT, the ωB97M-V functional and the def2-TZVPD basis

Positions of all 7 atoms, in Å:
C (1.21986, -0.70852, 0.25072)
H (1.25189, -1.50234, 0.96891)
Li (-0.86128, 1.41089, -1.23620)
O (1.48565, 0.42770, 0.03283)
O (-2.12233, -1.41228, -0.70359)
La (0.21838, 2.53446, 1.40107)
C (-1.19216, -0.74991, -0.71375)

Atoms 1-3, force components in eV/Å:
C -0.062 -0.149 -1.975
H 0.569 -0.456 1.164
Li -0.348 -0.568 -1.575

Calculated values
* calculated total energy: -265.03998 a.u.
* charge: +3
* Kohn-Sham gap (spin up / spin down): 6.732 / 5.789 eV
* max |F|: 3.9 eV Å⁻¹
* molecular weight: 202.88 g/mol


# 15
Molecular formula: C2HLiNaO3
Method: DFT, the ωB97M-V functional and the def2-TZVPD basis

Positions of all 8 atoms, in Å:
H (-0.57474, 2.14505, 0.96573)
O (-0.37555, -1.16997, -0.63386)
C (-0.87365, 1.08868, 0.80242)
O (1.72360, -1.12911, -0.01610)
C (0.51602, -0.78874, 0.17806)
O (0.43099, 0.52762, 0.50043)
Na (-2.46238, -0.46424, -0.09154)
Li (1.61573, -0.20928, -1.70513)

Atoms 1-3, force components in eV/Å:
H -0.297 -0.331 0.086
O -1.739 -1.733 0.807
C 0.405 0.260 -0.422

Calculated values
* calculated total energy: -472.28790 a.u.
* charge: 0
* spin multiplicity: 2
* Kohn-Sham gap (spin up / spin down): 4.669 / 6.444 eV
* max |F|: 6.1 eV Å⁻¹
* molecular weight: 102.96 g/mol


# 16
Molecular formula: C2HN2OP
Method: DFT, the ωB97M-V functional and the def2-TZVPD basis

Positions of all 7 atoms, in Å:
N (-0.52975, 2.41464, 0.45843)
N (1.59771, -1.17399, 0.93789)
H (-0.92685, -1.71044, 0.18613)
O (-1.46407, -0.90356, -0.13603)
C (-0.29131, 1.57004, -0.30766)
C (1.26318, -0.42551, 0.12742)
P (0.35108, 0.22883, -1.26618)

Atoms 1-3, force components in eV/Å:
N 0.159 -1.071 -1.356
N 0.387 0.329 -0.039
H -1.128 1.723 -0.718

Calculated values
* calculated total energy: -602.78120 a.u.
* charge: 0
* Kohn-Sham gap (spin up / spin down): 8.164 / 8.316 eV
* max |F|: 3.9 eV Å⁻¹
* molecular weight: 100.02 g/mol


# 17
Molecular formula: C2HN2PS2
Method: DFT, the ωB97M-V functional and the def2-TZVPD basis

Positions of all 8 atoms, in Å:
N (-0.25412, -0.22848, 1.14509)
H (-0.97189, 1.51007, -1.84453)
S (2.44541, -1.40693, -1.47334)
C (-0.96836, 0.98333, -0.92984)
N (-1.19175, 0.33612, 1.56920)
P (2.17192, -1.71192, 0.47766)
C (0.68945, -0.82486, 0.74494)
S (-1.92065, 1.34268, 0.31082)

Atoms 1-3, force components in eV/Å:
N 3.953 -3.032 -0.275
H -0.572 0.564 -0.964
S 0.031 -0.427 1.731

Calculated values
* calculated total energy: -1323.84735 a.u.
* charge: 0
* Kohn-Sham gap (spin up / spin down): 6.993 / 6.992 eV
* max |F|: 5.0 eV Å⁻¹
* molecular weight: 148.15 g/mol


# 18
Molecular formula: C2HN2PS2
Method: DFT, the ωB97M-V functional and the def2-TZVPD basis

Positions of all 8 atoms, in Å:
C (-1.15093, 0.45362, 1.14235)
S (-0.20555, 1.88048, -1.51516)
S (-0.88248, -1.54275, -1.01250)
H (0.16383, -1.60800, -1.74187)
C (1.31680, 0.00372, 0.41780)
N (-1.33547, 0.65701, 2.23949)
N (2.36647, -0.23705, 0.77369)
P (-0.27267, 0.39297, -0.30380)

Atoms 1-3, force components in eV/Å:
C -0.373 0.171 -0.162
S -0.205 -0.486 0.585
S -1.397 0.927 1.497

Calculated values
* calculated total energy: -1324.02304 a.u.
* charge: 0
* Kohn-Sham gap: 9.481 eV
* max |F|: 3.3 eV Å⁻¹
* molecular weight: 148.15 g/mol


# 19
Molecular formula: C2HN3
Method: DFT, the ωB97M-V functional and the def2-TZVPD basis

Positions of all 6 atoms, in Å:
C (-0.74023, 0.80180, -0.33605)
C (-0.91207, 1.49501, 0.79100)
N (1.98895, -2.02525, -1.04172)
H (-0.22074, 0.02516, -0.87684)
N (1.11840, -2.18684, -0.38720)
N (-1.23430, 1.89012, 1.85081)

Atoms 1-3, force components in eV/Å:
C -0.184 0.643 0.254
C 0.200 -1.608 -0.880
N -1.373 -0.278 1.051

Calculated values
* calculated total energy: -240.95202 a.u.
* charge: 0
* Kohn-Sham gap (spin up / spin down): 7.805 / 7.777 eV
* max |F|: 1.8 eV Å⁻¹
* molecular weight: 67.05 g/mol


# 20
Molecular formula: C2HN3
Method: DFT, the ωB97M-V functional and the def2-TZVPD basis

Positions of all 6 atoms, in Å:
N (0.69435, -0.77924, -0.28075)
N (-0.03568, 0.15115, 1.76919)
C (0.72507, -0.68266, 1.03743)
H (-0.51339, 0.73718, -2.61961)
C (-0.50092, 0.54881, 0.63682)
N (-0.36943, 0.02477, -0.54307)

Atoms 1-3, force components in eV/Å:
N 0.522 -0.719 0.207
N -0.537 0.543 1.250
C 0.766 -0.162 0.280

Calculated values
* calculated total energy: -240.70018 a.u.
* charge: 0
* Kohn-Sham gap (spin up / spin down): 6.674 / 7.969 eV
* max |F|: 2.3 eV Å⁻¹
* molecular weight: 67.05 g/mol